A 2-piece molecular cluster, C6H12N2O overall at a distorted geometry, computed with ωB97M-V/def2-TZVPD.

As for the HOMO energy: -9.1 eV. The energy above the lowest of the compared OMol25 structures with the same formula, charge and spin is 312.1 kJ/mol. As for the molar mass: 128.2 Da. As for the orbital gap: 9.63 eV. The electronic energy is -11441.4360 eV. The SMILES is [H]/N=C(/C)C(C)=O.[H]/N=C\C.

Atoms and positions in Å:
C1 -2.671 -0.418 0.937
C2 -1.561 -0.577 -0.053
C3 -0.808 0.687 -0.445
N1 -1.332 -1.706 -0.571
O1 -1.277 1.538 -1.162
H1 -0.607 -1.686 -1.287
H2 0.527 0.104 -1.470
H3 -2.311 0.008 1.871
H4 -3.423 0.262 0.533
H5 -3.115 -1.389 1.146
C4 2.135 -1.056 -0.362
C5 0.088 1.233 0.922
C6 1.675 0.202 -1.026
N2 2.227 1.288 -1.267
H6 3.133 1.445 -0.835
H7 2.602 -1.707 -1.102
H8 2.863 -0.814 0.417
H9 -0.702 1.496 1.625
H10 0.714 0.522 1.455
H11 0.548 2.161 0.599
H12 1.293 -1.593 0.075

Atomic partial charges in e from the Löwdin method, atoms 1 to 4: number 1, C, carries -0.0267; number 2, C, carries -0.3866; number 3, C, carries -0.4080; number 4, N, carries 0.1545

---

C11H12CoNO5S5Sb as an isolated structure at a distorted geometry, computed with ωB97M-V/def2-TZVPD.

As for the HOMO energy (alpha / beta): -1.5 / -1.5 eV. The energy above the lowest of the compared OMol25 structures with the same formula, charge and spin is 0.0 kJ/mol. As for the molar mass: 579.2 Da. As for the total charge: -2. Its multiplicity is 2. As for the orbital gap (alpha / beta): 5.39 / 5.38 eV. The electronic energy is -121671.4673 eV.

Atoms and positions in Å:
Co1 0.483 0.713 0.004
O1 -0.833 -0.517 -0.795
C1 -0.601 -1.595 -1.318
C2 0.657 -2.023 -1.855
C3 0.688 -3.215 -2.563
C4 1.847 -3.647 -3.158
C5 3.041 -2.885 -3.041
C6 3.047 -1.722 -2.347
C7 1.851 -1.212 -1.712
O2 1.892 -0.137 -1.083
N1 1.842 -4.871 -3.916
O3 2.866 -5.185 -4.508
O4 0.780 -5.458 -4.080
H1 -1.444 -2.298 -1.424
H2 -0.210 -3.815 -2.661
H3 3.940 -3.261 -3.507
H4 3.949 -1.139 -2.226
S1 4.081 0.541 3.247
Sb1 1.974 1.311 2.819
S2 1.818 2.389 0.670
S3 0.455 -0.387 2.118
S4 1.025 2.639 4.437
O5 -2.373 2.486 -0.557
S5 -1.510 2.027 0.582
C8 -1.296 3.440 1.699
C9 -2.363 3.351 2.796
C10 -3.416 2.331 2.353
C11 -2.605 1.194 1.751
H5 -1.398 4.298 1.034
H6 -0.282 3.406 2.100
H7 -2.807 4.328 2.997
H8 -1.872 3.005 3.708
H9 -4.070 2.758 1.588
H10 -4.035 1.992 3.186
H11 -3.170 0.454 1.184
H12 -1.952 0.702 2.476

Atomic partial charges in e from the Löwdin method, atoms 1 to 4: number 1, Co, carries -0.1274; number 2, O, carries -0.0803; number 3, C, carries -0.1719; number 4, C, carries -0.1055

---

One molecule with the formula C4H6ClF at a distorted geometry, computed with ωB97M-V/def2-TZVPD.

As for the HOMO energy: -10.6 eV. The energy above the lowest of the compared OMol25 structures with the same formula, charge and spin is 38.4 kJ/mol. As for the molar mass: 108.5 Da. As for the orbital gap: 11.64 eV. The electronic energy is -19484.3436 eV. The SMILES is F[C@H]1CC[C@@H]1Cl.

Atoms and positions in Å:
C1 0.198 -0.264 -0.957
C2 -0.460 -1.635 -0.748
C3 -0.934 -1.149 0.651
C4 0.209 -0.140 0.571
H1 -0.602 0.372 -1.375
H2 -1.236 -2.001 -1.458
H3 0.338 -2.359 -0.693
H4 -0.881 -1.946 1.381
H5 -1.879 -0.638 0.656
H6 1.206 -0.549 0.924
F1 1.391 -0.113 -1.633
Cl1 -0.209 1.604 1.068

Atomic partial charges in e from the Löwdin method, atoms 1 to 4: number 1, C, carries -0.3871; number 2, C, carries -0.1215; number 3, C, carries -0.1702; number 4, C, carries -0.5805

---

One molecule with the formula C5H3F at a distorted geometry, computed with ωB97M-V/def2-TZVPD.

As for the HOMO energy (alpha / beta): -9.2 / -9.2 eV. The energy above the lowest of the compared OMol25 structures with the same formula, charge and spin is 390.2 kJ/mol. As for the molar mass: 82.1 Da. As for the orbital gap (alpha / beta): 8.24 / 8.24 eV. The electronic energy is -7943.0803 eV. The SMILES is FC1=C2[C@H]3C[C@@]123.

Atoms and positions in Å:
C1 0.359 -0.288 2.075
C2 1.264 0.672 2.105
C3 -0.029 0.562 -0.034
C4 0.394 -0.699 0.684
C5 1.327 0.410 0.631
F1 1.603 1.772 3.048
H1 -0.059 0.690 -1.059
H2 -0.855 1.288 0.286
H3 0.381 -1.643 0.332

Atomic partial charges in e from the Löwdin method, atoms 1 to 4: number 1, C, carries 0.1399; number 2, C, carries -0.1293; number 3, C, carries -0.0622; number 4, C, carries -0.2042

---

One molecule with the formula C5H11N3SSi at a distorted geometry, computed with ωB97M-V/def2-TZVPD.

As for the HOMO energy: -8.8 eV. The energy above the lowest of the compared OMol25 structures with the same formula, charge and spin is 0.0 kJ/mol. As for the molar mass: 173.3 Da. As for the orbital gap: 9.42 eV. The electronic energy is -28546.8579 eV. The SMILES is C[Si](C)(C)Sc1ncn[nH]1.

Atoms and positions in Å:
C1 -1.779 -2.442 -2.771
C2 -1.839 -1.565 -0.891
C3 0.008 1.191 2.221
C4 0.128 1.694 -0.868
C5 1.343 -1.173 0.683
N1 -1.129 -1.544 -1.991
N2 -2.809 -3.051 -2.191
N3 -2.896 -2.398 -0.995
Si1 0.227 0.388 0.524
S1 -1.785 -0.403 0.499
H1 -1.300 -2.760 -3.640
H2 -0.189 0.522 3.079
H3 0.403 2.146 2.549
H4 -1.041 1.554 1.980
H5 0.591 2.666 -0.465
H6 0.726 1.424 -1.775
H7 -0.882 1.830 -1.294
H8 2.096 -1.134 1.379
H9 0.615 -1.909 1.097
H10 1.821 -1.599 -0.253
H11 -3.656 -2.565 -0.452

Atomic partial charges in e from the Löwdin method, atoms 1 to 4: number 1, C, carries -0.2219; number 2, C, carries -0.7001; number 3, C, carries -0.2419; number 4, C, carries -0.2295

---

One molecule with the formula C19H23Cl2N3O3S at a distorted geometry, computed with ωB97M-V/def2-TZVPD.

As for the HOMO energy: -8.6 eV. The energy above the lowest of the compared OMol25 structures with the same formula, charge and spin is 0.0 kJ/mol. As for the molar mass: 444.4 Da. As for the orbital gap: 8.95 eV. The electronic energy is -66569.9442 eV. The SMILES is CC[C@@H](C)NCCC(=O)Nc1ccc(Cl)c(S(=O)(=O)Nc2ccc(Cl)cc2)c1.

Atoms and positions in Å:
C1 -6.373 -0.244 -1.075
H1 -6.050 -0.642 -2.033
C2 -6.155 -1.256 0.044
H2 -6.540 -0.843 0.979
H3 -6.727 -2.160 -0.169
C3 -4.682 -1.663 0.251
N1 -3.783 -0.554 0.540
H4 -3.816 0.116 -0.224
C4 -3.983 0.132 1.810
H5 -4.986 0.576 1.900
C5 -2.955 1.249 1.985
C6 -1.491 0.828 2.037
O1 -0.661 1.489 2.617
N2 -1.238 -0.321 1.347
C7 -0.011 -0.849 0.995
C8 1.201 -0.212 1.263
C9 2.373 -0.702 0.721
C10 2.375 -1.854 -0.047
C11 1.188 -2.551 -0.238
C12 0.008 -2.038 0.257
H6 -0.922 -2.548 0.057
H7 1.196 -3.464 -0.811
Cl1 3.824 -2.399 -0.800
S1 3.749 0.456 0.652
O2 5.031 -0.169 0.622
O3 3.526 1.514 1.580
N3 3.468 1.039 -0.924
C13 2.128 1.296 -1.225
C14 1.460 0.603 -2.233
C15 0.101 0.775 -2.415
C16 -0.589 1.644 -1.588
C17 0.068 2.386 -0.620
C18 1.427 2.211 -0.443
H8 1.953 2.751 0.327
H9 -0.474 3.077 0.005
Cl2 -2.301 1.794 -1.760
H10 -0.421 0.220 -3.179
H11 2.002 -0.090 -2.859
H12 3.939 0.449 -1.597
H13 1.236 0.686 1.857
H14 -2.076 -0.742 0.910
H15 -3.041 1.949 1.147
H16 -3.167 1.809 2.897
H17 -3.873 -0.607 2.610
C19 -4.128 -2.409 -0.963
H18 -4.017 -1.734 -1.808
H19 -4.793 -3.220 -1.246
H20 -3.151 -2.827 -0.734
H21 -4.644 -2.334 1.120
H22 -5.834 0.682 -0.885
H23 -7.431 -0.002 -1.151

Atomic partial charges in e from the Löwdin method, atoms 1 to 4: number 1, C, carries -0.0945; number 2, H, carries 0.0692; number 3, C, carries -0.2148; number 4, H, carries 0.0990

---

C4H9N2 as an isolated structure at a distorted geometry, computed with ωB97M-V/def2-TZVPD.

As for the HOMO energy: -14.8 eV. The energy above the lowest of the compared OMol25 structures with the same formula, charge and spin is 232.8 kJ/mol. As for the molar mass: 85.1 Da. As for the total charge: +1. As for the orbital gap: 10.41 eV. The electronic energy is -7265.7290 eV.

Atoms and positions in Å:
C1 2.361 -0.742 0.022
C2 1.057 -1.005 0.082
C3 2.209 0.765 -0.106
C4 0.699 0.399 -0.055
N1 -0.339 1.159 0.071
N2 -2.301 -0.404 -0.265
H1 3.213 -1.337 0.235
H2 0.323 -1.735 0.365
H3 2.620 1.250 0.798
H4 2.515 1.328 -0.966
H5 -1.228 0.640 -0.024
H6 -0.216 2.193 0.365
H7 -2.460 -0.086 -1.234
H8 -3.062 0.131 0.166
H9 -2.463 -1.389 -0.340

Atomic partial charges in e from the Löwdin method, atoms 1 to 4: number 1, C, carries 0.0466; number 2, C, carries 0.0222; number 3, C, carries -0.0443; number 4, C, carries -0.2125

---

C29H27CaF3N3O5S5 as an isolated structure, computed with ωB97M-V/def2-TZVPD.

As for the HOMO energy: -4.6 eV. The energy above the lowest of the compared OMol25 structures with the same formula, charge and spin is 75.6 kJ/mol. As for the molar mass: 755.0 Da. As for the total charge: -1. As for the orbital gap: 7.04 eV. The electronic energy is -125993.1948 eV.

Atoms and positions in Å:
Ca1 -1.062 -0.500 0.433
S1 -1.940 -0.673 3.112
C1 -0.447 -0.295 3.931
C2 -0.095 -0.993 5.102
C3 1.081 -0.751 5.785
C4 1.972 0.223 5.341
C5 1.644 0.949 4.209
C6 0.462 0.701 3.512
S2 0.248 1.596 1.991
C7 -1.327 2.466 2.268
C8 -2.163 2.597 1.015
C9 -3.153 3.568 0.941
C10 -3.939 3.634 -0.195
C11 -3.702 2.758 -1.241
C12 -2.680 1.834 -1.104
C13 -2.358 0.912 -2.262
S3 -1.302 -1.523 -2.628
C14 0.131 -1.302 -3.609
C15 -0.022 -1.494 -4.985
C16 1.069 -1.478 -5.835
C17 2.327 -1.227 -5.286
C18 2.486 -1.008 -3.932
C19 1.403 -1.057 -3.023
S4 1.656 -0.812 -1.334
N1 -1.943 1.751 0.008
H1 -0.779 -1.756 5.451
H2 1.307 -1.329 6.674
H3 2.896 0.418 5.870
H4 2.310 1.720 3.841
H5 -1.133 3.459 2.676
H6 -1.894 1.878 2.994
H7 -3.312 4.241 1.772
H8 -4.738 4.362 -0.264
H9 -4.301 2.778 -2.142
H10 -1.929 1.503 -3.077
H11 -3.264 0.403 -2.596
H12 -1.020 -1.658 -5.373
H13 0.948 -1.642 -6.898
H14 3.200 -1.193 -5.928
H15 3.470 -0.812 -3.525
F1 -4.498 -3.330 1.648
C20 -3.830 -3.093 0.519
F2 -4.332 -3.895 -0.429
F3 -2.541 -3.485 0.715
S5 -3.794 -1.243 0.027
O1 -4.669 -0.622 1.027
O2 -4.332 -1.297 -1.349
O3 -1.394 -0.045 -1.831
N2 0.999 1.623 -5.188
C21 0.548 2.875 -4.970
O4 0.230 3.622 -5.884
C22 0.436 3.323 -3.540
C23 0.017 4.624 -3.293
C24 -0.117 5.045 -1.982
C25 0.165 4.141 -0.967
N3 0.563 2.894 -1.188
C26 0.702 2.501 -2.449
H16 1.025 1.298 -6.138
H17 1.258 0.978 -4.460
H18 -0.198 5.269 -4.135
H19 -0.442 6.049 -1.743
H20 0.054 4.431 0.074
H21 1.027 1.469 -2.551
C27 2.344 -2.753 2.311
C28 1.198 -2.889 1.355
C29 1.042 -4.112 0.506
O5 0.427 -1.961 1.210
H22 2.634 -3.709 2.746
H23 2.095 -2.026 3.082
H24 3.193 -2.373 1.734
H25 1.659 -4.944 0.839
H26 1.332 -3.810 -0.506
H27 -0.010 -4.394 0.477

Atomic partial charges in e from the Löwdin method, atoms 1 to 4: number 1, Ca, carries 1.0103; number 2, S, carries 0.5478; number 3, C, carries -0.7227; number 4, C, carries -0.1405